a | Here is 2 unconnected molecules or ions with the total composition ClH2NO2Si from the OMol25 dataset. Energies are from ωB97M-V/def2-TZVPD.

ORCA input file:
```
! RIJCOSX wB97M-V def2-TZVPD def2/J DEFGRID3
* xyz 0 1
O 2.4807 -1.0104 -0.4397
Cl -2.3483 1.7257 -0.1006
H -1.5108 -0.7499 1.2000
H -1.4031 -0.7465 -1.3001
O 2.3260 0.9141 0.5889
Si -1.4350 -0.0284 -0.0512
N 1.8905 -0.1045 0.1028
*
```

Properties
* HOMO energy (spin up / spin down): -7.72 / -10.13 eV
* Kohn-Sham gap (spin up / spin down): 5.81 / 9.14 eV

=====

b | Here is 2 unconnected molecules or ions with the total composition ClH2NO2Si from the OMol25 dataset. Energies are from ωB97M-V/def2-TZVPD.

ORCA input file:
```
! RIJCOSX wB97M-V def2-TZVPD def2/J DEFGRID3
* xyz 0 1
Si -0.5709 -0.2662 -0.2220
Cl -2.4391 -0.3939 -0.8481
O 0.1066 0.4454 3.5499
N -0.8744 0.3594 2.8451
O -2.0298 0.2020 3.1789
H 0.3307 -1.2919 -0.6878
H -0.0384 1.0701 -0.0655
*
```

Properties
* HOMO energy (spin up / spin down): -7.89 / -9.98 eV
* Kohn-Sham gap (spin up / spin down): 5.98 / 8.81 eV

=====

Short version: a is the least stable of them.

=====

a | Here is a single C5H11ClN2 molecule from the OMol25 dataset. Energies are from ωB97M-V/def2-TZVPD.

ORCA input file:
```
! RIJCOSX wB97M-V def2-TZVPD def2/J DEFGRID3
* xyz 0 1
H 1.5777 0.0888 -1.5467
C -0.1775 -0.0362 0.0397
C 1.2990 -0.1518 -0.4996
N -1.7050 -1.3508 0.4776
N -0.6137 1.2438 0.1319
H -3.0311 -0.7494 -1.4027
H -2.0359 -2.3583 0.5210
H -1.6954 -0.0447 -2.7246
Cl 2.4024 1.0811 0.3986
H 1.4798 -1.3103 -0.1580
C -0.6140 -0.9960 1.4074
C -2.0054 -0.1920 -1.6242
H -0.8249 -0.3756 2.2758
H -1.7007 1.0234 0.1046
H -0.1197 1.6274 1.1313
H 0.2459 -1.5997 1.6078
C -1.1248 -0.8358 -0.7041
H -0.4064 -1.5849 -1.1610
H -2.3640 0.9232 -1.4044
*
```

Properties
* SMILES string: C[C@@H]1NC[C@@]1(N)CCl
* HOMO energy: -8.73 eV
* Kohn-Sham gap: 9.57 eV

=====

b | Here is a single C5H11ClN2 molecule from the OMol25 dataset. Energies are from ωB97M-V/def2-TZVPD.

ORCA input file:
```
! RIJCOSX wB97M-V def2-TZVPD def2/J DEFGRID3
* xyz 0 1
H -1.9980 0.3875 1.5421
C 0.1827 0.2452 -0.2640
H 1.6842 -0.3279 1.8018
H 2.3390 0.4048 -0.5887
C -0.0911 0.8763 1.1261
Cl -1.1373 0.3709 -1.4152
H 1.1755 1.7585 -1.2193
H -1.4720 1.7296 2.2445
H 0.5783 1.7001 1.3155
H 1.1896 -2.2319 -1.2196
C 0.2183 -1.1788 0.3263
C 0.6090 -0.4945 1.6685
N 1.3289 -1.9352 -0.2166
H 1.4096 0.2471 -2.0882
H -0.6678 -1.7485 0.4059
H 0.1648 -0.9734 2.4273
C 1.3715 0.6550 -1.0795
N -1.3999 1.1979 1.4148
H 1.6841 -2.7099 0.3851
*
```

Properties
* SMILES string: CC1(Cl)[C@@H](N)C[C@@H]1N
* HOMO energy: -8.99 eV
* Kohn-Sham gap: 9.97 eV

=====

Short version: a is the least stable of them.

=====

a | Here is a single C20H27N3O2 molecule from the OMol25 dataset. Energies are from ωB97M-V/def2-TZVPD.

ORCA input file:
```
! RIJCOSX wB97M-V def2-TZVPD def2/J DEFGRID3
* xyz 0 1
H 6.2941 0.7977 -3.5704
H 3.8246 0.2763 -4.7825
H 4.3365 3.9261 1.3221
H -1.8282 0.5054 1.8278
H -8.1669 -2.6280 0.1024
H -2.4249 0.9031 0.2123
H 3.1100 1.9085 2.2110
C -7.5586 -3.2160 2.0683
H 4.9824 -1.5092 -1.6363
N 1.6380 1.8280 -0.6790
C -2.0937 0.0843 0.8551
C -3.2270 -0.9218 1.0264
H -2.8961 -1.7432 1.6660
H 3.5254 1.9843 -1.4695
C 0.2307 0.4243 0.0741
C -4.4693 -0.2721 1.6465
H -6.4081 -0.9248 -0.1288
C -6.4754 -1.5092 0.7782
C 4.7623 2.2163 0.1206
H 4.9312 1.9058 -3.4734
C -0.8527 -0.5686 0.2328
H 2.5921 0.0657 -2.6971
N 4.4406 1.7548 -1.1003
C 2.6739 2.5790 1.4652
H 2.9954 -1.6155 -3.0598
C 5.1284 0.6470 -1.7291
H 4.9625 -0.9803 -4.2944
C 4.3120 -0.6496 -1.6040
N 0.6682 0.9488 -1.0199
O 0.8784 0.9232 1.1564
H -4.9683 -1.8780 3.7708
H -8.3321 -3.9626 2.1716
H -4.8050 0.5439 1.0032
H 2.0872 3.3308 2.0032
H 3.3483 3.8351 -0.1576
C -5.6683 -2.0434 2.9637
C 3.7831 3.2608 0.6593
H 3.7555 -0.6827 -0.6680
C -5.5677 -1.2843 1.8050
H -1.0882 -0.9696 -0.7527
H -6.7251 -3.5823 4.0053
C -7.4654 -2.4668 0.9080
C 1.7513 1.7979 0.6085
H -4.2065 0.1469 2.6202
H -3.4909 -1.3444 0.0546
O 5.7370 1.8593 0.7518
C 5.2596 0.8921 -3.2449
C 4.3600 -0.1453 -3.9336
C -6.6570 -3.0019 3.0966
C 3.4156 -0.6355 -2.8375
H 6.0949 0.5680 -1.2259
H -0.5042 -1.3784 0.8777
*
```

Properties
* SMILES string: O=C(CCc1nnc(CCCCc2ccccc2)o1)NC1CCCC1
* HOMO energy: -9.08 eV
* Kohn-Sham gap: 9.75 eV

=====

b | Here is a single C20H27N3O2 molecule from the OMol25 dataset. Energies are from ωB97M-V/def2-TZVPD.

ORCA input file:
```
! RIJCOSX wB97M-V def2-TZVPD def2/J DEFGRID3
* xyz 0 1
O -1.6321 1.7362 -0.6940
C 0.5688 2.5518 -2.2561
H 1.4658 2.1661 -0.3878
C -0.2501 1.3507 1.2570
C 0.2768 -0.7895 2.4789
H 1.5160 0.8861 -5.1228
H -2.2367 -0.5006 0.8202
H -4.7800 -4.7733 2.7343
H -4.2409 -7.0820 3.4760
H -2.3169 1.8306 1.6101
H 0.8788 -1.6997 2.5018
H -3.0292 -0.3940 2.4011
H 0.9801 4.5197 -1.5619
C -3.7748 -5.0555 3.0038
O -2.7399 -2.8344 2.5823
H 0.8277 4.4126 -3.3052
H 2.6790 4.4266 -4.6501
C 2.7720 3.8776 -2.5793
H -0.4887 2.6551 -2.5212
H -1.9580 -7.7056 4.0824
H 3.1751 4.8250 -2.2133
H 0.4918 -0.2112 3.3861
C -2.7360 -4.1547 2.9512
C 1.5858 1.7811 -4.5005
H -1.4286 1.3873 3.0768
C -3.4584 -6.3405 3.4195
H 3.3207 2.3147 -5.6445
N -0.6200 -3.3812 3.1394
C -1.5668 1.1539 2.0204
H 0.8893 2.5148 -4.9073
N 0.5717 2.1797 -0.8514
C 0.5769 0.0495 1.2414
C -2.1578 -6.6929 3.7640
C 1.2495 3.9149 -2.4313
H 0.3240 -0.5371 0.3555
C 3.2203 3.7078 -4.0305
C -1.4378 -2.4577 2.7271
H 0.3248 2.1479 1.7395
H 2.0586 1.0202 -2.5485
C -1.4134 -4.4958 3.2964
C -0.5303 1.7731 -0.1894
C 3.0186 2.3041 -4.5945
H -0.1080 -6.0578 3.9774
H 1.6446 0.2691 1.2045
C 1.1816 1.4065 -3.0742
H 3.2004 3.0847 -1.9639
N -1.1134 -1.1864 2.4670
H 4.2832 3.9525 -4.1023
C -1.1158 -5.7848 3.7101
C -2.0751 -0.2735 1.8816
H 0.4456 0.6004 -3.1013
H 3.6812 1.6077 -4.0742
*
```

Properties
* SMILES string: O=C(NC1CCCCCC1)C1CCN(c2nc3ccccc3o2)CC1
* HOMO energy: -7.61 eV
* Kohn-Sham gap: 8.17 eV

=====

Short version: a is the least stable of them.

=====

a | Here is a molecular structure, C4H6IN2 from the OMol25 dataset. Energies are from ωB97M-V/def2-TZVPD.

ORCA input file:
```
! RIJCOSX wB97M-V def2-TZVPD def2/J DEFGRID3
* xyz 1 1
H 1.5233 -1.4896 -0.4324
C 0.3883 0.4512 1.5674
I 2.2423 0.4601 2.5310
N -0.0669 -0.3669 0.6382
H 1.2898 0.1419 -1.9810
H -1.4573 2.2447 1.7779
C 0.4377 -1.1880 -0.5800
H -0.2308 -0.0729 -2.3570
N 0.4676 -0.2301 -1.6614
C -0.9642 1.3554 1.3446
H -0.3218 -2.0620 -0.8321
C -1.2883 0.4633 0.4408
H -2.0195 0.2929 -0.4558
*
```

Properties
* HOMO energy: -13.93 eV
* Kohn-Sham gap: 8.37 eV

=====

b | Here is 2 unconnected molecules or ions with the total composition C4H6IN2 from the OMol25 dataset. Energies are from ωB97M-V/def2-TZVPD.

ORCA input file:
```
! RIJCOSX wB97M-V def2-TZVPD def2/J DEFGRID3
* xyz 1 1
N -0.0330 -0.4740 -0.0256
H -0.7928 -2.3533 0.5857
I -3.8047 -0.3286 0.1474
H 1.7591 1.8705 1.1523
H 0.6884 -0.4390 1.9607
C 0.2139 0.3843 -1.0760
H -1.4469 -1.7732 -0.8444
H -0.2703 0.0324 -1.9277
C 0.6277 0.0095 1.0369
C 1.0691 1.3323 -0.6163
C -0.8393 -1.5661 -0.0477
H 1.5867 2.1641 -1.0641
N 1.2420 1.1413 0.7189
*
```

Properties
* HOMO energy (spin up / spin down): -12.64 / -12.65 eV
* Kohn-Sham gap (spin up / spin down): 5.80 / 5.81 eV

=====

Short version: a is the least stable of them.